# 1
Entry from the OMol25 dataset: a molecular structure, C26H39BrF2MgN3NaO11P (ωB97M-V/def2-TZVPD).

HOMO-LUMO gap   1.0 eV
LUMO level   -7.48 eV
Strongest force on any atom   9.87 eV/A
Molecular weight   765.8 g/mol
Total charge   +1

Positions of all 85 atoms, in Å:
1 C 2.00 4.56 3.35
2 C 1.99 4.11 2.00
3 C 1.88 3.43 0.52
4 O 3.07 2.91 -0.17
5 C 4.32 3.54 0.27
6 C 4.45 5.14 -0.10
7 C 4.94 6.03 1.21
8 O 5.50 5.39 -1.14
9 C 1.09 4.22 -0.70
10 N -0.26 3.99 -0.80
11 C -0.68 3.04 0.34
12 P -1.49 4.28 1.56
13 O -2.97 4.55 0.99
14 O -1.62 3.70 3.20
15 O -0.67 5.85 1.46
16 C 0.70 2.27 0.74
17 C 0.78 1.33 2.09
18 C 1.91 0.33 2.18
19 H 2.06 4.63 4.54
20 H 5.19 3.00 -0.35
21 H 4.60 3.33 1.41
22 H 3.48 5.64 -0.51
23 H 4.27 5.86 2.16
24 H 6.06 5.78 1.50
25 H 4.85 7.18 0.93
26 H 6.01 6.24 -0.88
27 H 1.54 4.93 -1.52
28 H -0.92 4.38 -1.52
29 H -1.48 2.20 0.07
30 H -0.71 3.53 3.56
31 H -1.03 6.39 2.24
32 H 0.91 1.53 -0.16
33 H -0.01 1.33 2.97
34 H 2.75 0.40 3.01
35 H 1.99 -0.59 1.43
36 N -6.67 2.44 1.55
37 C -6.93 1.16 1.92
38 C -6.02 0.34 2.57
39 C -4.77 0.86 2.87
40 C -4.46 2.17 2.51
41 C -5.44 2.91 1.86
42 H -7.92 0.80 1.66
43 H -6.29 -0.67 2.85
44 H -4.03 0.25 3.38
45 H -3.49 2.60 2.72
46 H -5.25 3.94 1.55
47 C 3.27 -7.16 -0.11
48 C 2.55 -6.32 0.93
49 O 2.94 -4.94 0.85
50 C 2.41 -4.25 -0.19
51 O 1.65 -4.68 -1.04
52 O 2.90 -2.98 -0.14
53 C 2.51 -2.17 -1.24
54 H 4.35 -7.03 -0.03
55 H 3.03 -8.22 0.01
56 H 2.99 -6.86 -1.13
57 H 2.84 -6.67 1.93
58 H 1.46 -6.42 0.86
59 H 1.42 -2.15 -1.36
60 H 2.99 -2.53 -2.16
61 H 2.85 -1.15 -1.05
62 F -3.62 4.74 3.21
63 N -0.92 -1.73 -0.88
64 H -1.93 -1.58 -0.82
65 H -0.56 -1.26 -1.72
66 H -0.46 -1.35 -0.05
67 H -0.73 -2.74 -0.95
68 F 2.38 6.25 0.59
69 Na -0.32 -5.40 -1.24
70 Br 2.68 -7.58 -2.75
71 Mg 1.18 -6.83 -4.94
72 O 7.94 6.68 1.78
73 H 8.82 6.42 1.97
74 C -4.39 -7.09 -3.37
75 C -5.26 -7.47 -4.30
76 C -5.77 -6.51 -5.31
77 O -6.57 -6.85 -6.16
78 C -5.26 -5.13 -5.24
79 C -4.38 -4.75 -4.31
80 C -3.88 -5.71 -3.30
81 O -3.07 -5.37 -2.45
82 H -4.01 -7.78 -2.62
83 H -5.65 -8.48 -4.37
84 H -5.63 -4.44 -5.99
85 H -4.00 -3.74 -4.25

---

# 2
Entry from the OMol25 dataset: a molecular structure, C15H7F5N2OSSm (ωB97M-V/def2-TZVPD).

HOMO-LUMO gap (spin up / spin down)   7.1 / 7.6 eV
Multiplicity   6
LUMO level (spin up / spin down)   -4.31 / -3.83 eV
Strongest force on any atom   2.01 eV/A
Molecular weight   508.7 g/mol
Total charge   +1
Relative energy (zero: lowest compared OMol25 entry of this formula, charge and spin)   7.4 kcal/mol

Positions of all 32 atoms, in Å:
1 Sm -0.22 -0.04 -1.30
2 O 0.13 0.14 0.65
3 C 0.05 1.12 1.54
4 C 0.01 0.76 2.90
5 C -0.01 1.70 3.90
6 C 0.00 3.06 3.57
7 C 0.00 3.44 2.25
8 C 0.03 2.51 1.20
9 C 0.02 3.01 -0.16
10 N 0.02 2.28 -1.30
11 C 0.01 3.19 -2.35
12 C 0.01 4.45 -1.85
13 N 0.01 4.32 -0.49
14 H 0.01 -0.29 3.13
15 H -0.02 1.39 4.93
16 H -0.01 3.80 4.35
17 H -0.01 4.50 2.04
18 H 0.02 2.86 -3.38
19 H 0.00 5.40 -2.33
20 H 0.00 5.09 0.16
21 F 1.66 -6.60 -1.42
22 C 0.87 -5.54 -1.41
23 C 1.41 -4.26 -1.42
24 F 2.72 -4.07 -1.42
25 C 0.55 -3.17 -1.45
26 F 1.14 -1.88 -1.52
27 C -0.84 -3.27 -1.47
28 S -1.99 -1.96 -1.64
29 C -1.35 -4.58 -1.43
30 F -2.67 -4.74 -1.44
31 C -0.52 -5.70 -1.41
32 F -1.05 -6.91 -1.42

---

# 3
Entry from the OMol25 dataset: 8 unconnected molecules or ions with the total composition C20H34N7O2S (ωB97M-V/def2-TZVPD).

HOMO-LUMO gap   10.1 eV
LUMO level   -3.03 eV
Strongest force on any atom   5.16 eV/A
Molecular weight   436.6 g/mol
Total charge   +1

Positions of all 64 atoms, in Å:
1 C -1.06 0.03 2.35
2 C -0.35 -0.71 1.12
3 C -0.41 0.14 -0.26
4 S 0.75 -0.70 -1.45
5 C 1.62 0.50 -2.58
6 C 1.46 2.04 -2.17
7 O 2.30 2.80 -3.11
8 C 1.59 3.09 -4.30
9 O 1.42 2.24 -5.22
10 H -0.72 1.11 2.53
11 H -2.22 0.02 2.31
12 H -0.79 -0.55 3.31
13 H 0.77 -0.85 1.34
14 H -0.85 -1.74 0.99
15 H -0.20 1.25 -0.12
16 H -1.47 0.06 -0.70
17 H -0.06 -1.48 -2.27
18 H 2.74 0.24 -2.56
19 H 1.27 0.26 -3.64
20 H 1.89 2.28 -1.13
21 H 0.39 2.43 -2.27
22 H 1.16 4.14 -4.52
23 C -5.66 0.60 3.38
24 C -4.75 0.77 2.25
25 N -4.03 0.90 1.36
26 H -6.70 0.79 3.09
27 H -5.62 -0.41 3.78
28 H -5.42 1.29 4.19
29 C 1.18 -4.05 3.78
30 C -0.09 -3.38 3.46
31 N -1.09 -2.86 3.21
32 H 1.82 -3.42 4.40
33 H 1.02 -4.98 4.32
34 H 1.74 -4.29 2.87
35 C -3.16 4.27 1.90
36 C -3.02 4.60 3.32
37 N -2.90 4.86 4.44
38 H -3.98 4.83 1.44
39 H -2.25 4.49 1.34
40 H -3.38 3.20 1.76
41 C 0.21 -3.49 -4.82
42 C -1.04 -3.31 -4.08
43 N -2.02 -3.16 -3.49
44 H 0.53 -4.54 -4.83
45 H 0.11 -3.18 -5.86
46 H 1.03 -2.91 -4.39
47 C -1.21 -6.87 6.67
48 C 0.12 -6.36 6.33
49 N 1.17 -5.96 6.06
50 H -1.87 -6.87 5.79
51 H -1.16 -7.89 7.05
52 H -1.69 -6.25 7.43
53 C 4.23 0.97 -6.84
54 C 4.51 -0.03 -7.87
55 N 4.74 -0.82 -8.68
56 H 4.78 1.90 -7.02
57 H 3.16 1.22 -6.81
58 H 4.51 0.61 -5.84
59 C 3.24 5.63 -0.24
60 C 1.89 5.25 0.18
61 N 0.83 4.95 0.52
62 H 3.91 5.74 0.61
63 H 3.68 4.88 -0.90
64 H 3.24 6.58 -0.78

---

# 4
Entry from the OMol25 dataset: a single C4H7N3 molecule (ωB97M-V/def2-TZVPD).

HOMO-LUMO gap   10.5 eV
LUMO level   0.78 eV
Strongest force on any atom   1.11 eV/A
SMILES   [H]/N=C(\C#N)NCC
Molecular weight   97.1 g/mol
Relative energy (zero: lowest compared OMol25 entry of this formula, charge and spin)   12.5 kcal/mol

Positions of all 14 atoms, in Å:
1 C -0.18 -0.32 -1.97
2 C 0.54 -0.79 -0.71
3 N -0.29 -0.52 0.45
4 C 0.12 0.33 1.44
5 N 1.34 0.48 1.79
6 C -0.98 1.11 2.01
7 N -1.84 1.79 2.39
8 H -0.38 0.76 -1.91
9 H -1.14 -0.84 -2.08
10 H 0.41 -0.52 -2.87
11 H 1.49 -0.25 -0.57
12 H 0.78 -1.86 -0.77
13 H -1.29 -0.54 0.28
14 H 1.43 1.17 2.53

---

# 5
Entry from the OMol25 dataset: a single C4H10N2 molecule (ωB97M-V/def2-TZVPD).

HOMO-LUMO gap   9.6 eV
LUMO level   1.12 eV
Strongest force on any atom   4.03 eV/A
SMILES   CN/C=C\CN
Molecular weight   86.1 g/mol
Relative energy (zero: lowest compared OMol25 entry of this formula, charge and spin)   48.6 kcal/mol

Positions of all 16 atoms, in Å:
1 C -0.87 -1.23 0.61
2 C 0.31 1.16 -1.56
3 N -0.35 1.41 -0.28
4 N -0.14 -2.27 -0.02
5 C 0.37 1.05 0.89
6 C 0.15 -0.12 1.49
7 H -0.63 2.39 -0.23
8 H 0.48 -2.73 0.64
9 H 0.42 -1.94 -0.80
10 H 1.07 1.78 1.28
11 H -1.43 -1.61 1.46
12 H -1.55 -0.75 -0.10
13 H 0.77 -0.40 2.33
14 H 0.37 0.08 -1.72
15 H -0.29 1.60 -2.36
16 H 1.32 1.58 -1.62

---

# 6
Entry from the OMol25 dataset: a molecular structure, C2H8BF4O3Rb (ωB97M-V/def2-TZVPD).

HOMO-LUMO gap   9.5 eV
LUMO level   -1.06 eV
Strongest force on any atom   0.78 eV/A
Molecular weight   252.4 g/mol
Relative energy (zero: lowest compared OMol25 entry of this formula, charge and spin)   3.8 kcal/mol

Positions of all 19 atoms, in Å:
1 Rb -0.13 0.69 -1.95
2 B 3.07 -1.23 -0.09
3 F 3.09 -2.17 0.94
4 F 3.75 -1.67 -1.23
5 F 1.68 -1.01 -0.46
6 F 3.56 0.03 0.33
7 O -0.21 2.07 -4.48
8 H 0.43 1.91 -5.19
9 H -0.45 3.00 -4.57
10 C -0.92 -0.74 2.14
11 C -1.52 0.62 1.83
12 O -1.69 0.78 0.40
13 O -1.88 -1.77 1.99
14 H -0.61 -0.74 3.18
15 H -0.05 -0.91 1.49
16 H -0.89 1.44 2.17
17 H -2.49 0.71 2.30
18 H -2.62 0.80 0.16
19 H -2.12 -1.82 1.06

---

# 7
Entry from the OMol25 dataset: a molecular structure, C28H49N2OP3STi (ωB97M-V/def2-TZVPD).

HOMO-LUMO gap (spin up / spin down)   4.4 / 4.4 eV
LUMO level (spin up / spin down)   -14.32 / -14.32 eV
Strongest force on any atom   5.54 eV/A
Molecular weight   602.6 g/mol
Total charge   +4

Positions of all 85 atoms, in Å:
1 Ti 0.50 -0.95 0.11
2 P 2.18 -0.93 1.70
3 P 1.80 1.57 -0.95
4 P -0.98 -2.78 0.75
5 H 0.62 -0.37 -4.52
6 C 0.01 -0.02 -3.64
7 C -1.35 0.05 -3.74
8 H -1.78 1.07 -3.67
9 C 3.67 -1.74 1.04
10 C 2.83 0.62 2.41
11 C 1.72 -1.86 3.18
12 C 1.35 2.66 -2.40
13 C 1.79 3.00 0.21
14 C 3.58 1.27 -1.25
15 C -2.41 -3.07 -0.36
16 C -1.80 -2.41 2.32
17 C -0.29 -4.44 1.12
18 H 0.55 0.76 -2.88
19 H -1.98 -0.80 -3.93
20 H 4.40 -1.84 1.85
21 H 4.08 -1.17 0.20
22 H 3.38 -2.73 0.66
23 H 3.44 0.37 3.28
24 H 2.01 1.27 2.73
25 H 3.42 1.17 1.67
26 H 2.52 -1.71 3.92
27 H 1.59 -2.92 2.95
28 H 0.78 -1.49 3.60
29 H 2.17 3.33 -2.67
30 H 0.48 3.27 -2.15
31 H 1.09 2.07 -3.29
32 H 2.47 3.76 -0.19
33 H 2.11 2.69 1.20
34 H 0.77 3.41 0.25
35 H 4.01 2.09 -1.84
36 H 3.71 0.33 -1.80
37 H 4.11 1.19 -0.30
38 H -2.74 -4.11 -0.18
39 H -2.15 -2.94 -1.42
40 H -3.19 -2.35 -0.11
41 H -2.48 -3.25 2.50
42 H -2.35 -1.47 2.25
43 H -1.06 -2.33 3.12
44 H -1.00 -5.16 0.68
45 H -0.20 -4.59 2.22
46 H 0.70 -4.57 0.68
47 C 0.58 -4.03 -3.29
48 C 1.44 -5.16 -3.27
49 C 1.27 -6.23 -4.16
50 C 0.32 -6.14 -5.18
51 C -0.38 -4.92 -5.39
52 C -0.22 -3.87 -4.45
53 S 0.57 -2.97 -1.83
54 H 0.78 -1.41 -2.04
55 H 2.26 -5.15 -2.55
56 H 1.86 -7.16 -4.07
57 H 0.18 -6.99 -5.85
58 H -1.06 -4.81 -6.25
59 H -0.68 -2.91 -4.67
60 C -2.87 4.26 3.27
61 N -2.14 3.00 2.99
62 N -1.83 2.60 1.71
63 C -1.27 1.32 1.78
64 O -0.68 0.62 0.83
65 C -1.35 0.93 3.12
66 C -1.94 1.96 3.84
67 C -2.39 2.03 5.27
68 C -1.69 3.59 0.69
69 C -1.21 4.89 0.95
70 C -1.06 5.80 -0.09
71 C -1.45 5.43 -1.39
72 C -1.98 4.14 -1.65
73 C -2.02 3.21 -0.61
74 H -2.20 5.10 3.53
75 H -3.52 4.12 4.15
76 H -3.50 4.57 2.42
77 H -0.89 -0.02 3.39
78 H -1.91 2.84 5.85
79 H -3.47 2.19 5.35
80 H -2.17 1.10 5.83
81 H -0.82 5.16 1.94
82 H -0.66 6.80 0.12
83 H -1.37 6.16 -2.20
84 H -2.37 3.87 -2.64
85 H -2.25 2.16 -0.79

---

# 8
Entry from the OMol25 dataset: 7 unconnected molecules or ions with the total composition C25H64O13 (ωB97M-V/def2-TZVPD).

HOMO-LUMO gap   10.1 eV
LUMO level   0.64 eV
Strongest force on any atom   1.32 eV/A
SMILES   COCCOC.COCCOC.COCCOC.COCCOC.COCCOC.COCCOC.CO
Molecular weight   572.8 g/mol
Relative energy (zero: lowest compared OMol25 entry of this formula, charge and spin)   119.8 kcal/mol

Positions of all 102 atoms, in Å:
1 C -0.27 -4.12 -4.33
2 O -0.59 -3.71 -3.03
3 C 0.56 -3.45 -2.25
4 C 0.15 -3.15 -0.84
5 O -0.48 -4.22 -0.20
6 C -0.81 -3.89 1.13
7 H 0.36 -5.03 -4.32
8 H 0.26 -3.32 -4.86
9 H -1.19 -4.37 -4.85
10 H 1.07 -2.57 -2.66
11 H 1.22 -4.34 -2.26
12 H -0.41 -2.21 -0.76
13 H 1.10 -2.92 -0.30
14 H -1.33 -4.75 1.54
15 H -1.46 -3.01 1.17
16 H 0.11 -3.71 1.70
17 C 9.09 -1.23 -1.76
18 O 7.71 -1.33 -1.89
19 C 7.12 -0.10 -2.27
20 C 5.64 -0.27 -2.33
21 O 5.10 -0.31 -1.04
22 C 3.72 -0.63 -1.05
23 H 9.59 -1.03 -2.72
24 H 9.49 -2.16 -1.36
25 H 9.41 -0.45 -1.06
26 H 7.52 0.20 -3.25
27 H 7.37 0.67 -1.53
28 H 5.41 -1.18 -2.91
29 H 5.22 0.56 -2.93
30 H 3.36 -0.41 -0.05
31 H 3.62 -1.70 -1.26
32 H 3.17 -0.05 -1.80
33 C -4.14 -0.87 1.86
34 O -3.48 -1.29 0.69
35 C -3.90 -0.65 -0.48
36 C -2.97 -1.06 -1.60
37 O -3.57 -0.65 -2.81
38 C -2.88 -1.12 -3.93
39 H -5.12 -1.35 1.93
40 H -4.22 0.22 1.92
41 H -3.53 -1.17 2.71
42 H -3.94 0.44 -0.38
43 H -4.93 -0.92 -0.78
44 H -2.78 -2.14 -1.62
45 H -1.99 -0.56 -1.47
46 H -3.06 -0.47 -4.78
47 H -3.23 -2.13 -4.21
48 H -1.80 -1.20 -3.75
49 C -0.25 1.81 -2.61
50 O -0.65 2.78 -3.55
51 C -1.48 2.23 -4.55
52 C -1.89 3.33 -5.48
53 O -2.87 4.15 -4.91
54 C -2.83 5.46 -5.42
55 H 0.58 2.19 -2.02
56 H 0.11 0.89 -3.10
57 H -1.10 1.51 -1.99
58 H -2.34 1.77 -4.04
59 H -0.90 1.51 -5.15
60 H -2.27 2.89 -6.42
61 H -0.97 3.89 -5.71
62 H -3.03 5.46 -6.50
63 H -1.86 5.92 -5.23
64 H -3.63 6.02 -4.93
65 C 2.60 2.41 0.94
66 O 2.37 1.15 1.55
67 C 3.27 0.84 2.61
68 C 2.79 -0.44 3.23
69 O 1.54 -0.22 3.83
70 C 0.95 -1.42 4.30
71 H 3.62 2.45 0.53
72 H 2.47 3.21 1.67
73 H 1.91 2.52 0.12
74 H 3.25 1.64 3.36
75 H 4.28 0.67 2.22
76 H 3.52 -0.77 3.98
77 H 2.75 -1.21 2.44
78 H 0.74 -2.13 3.49
79 H -0.01 -1.13 4.72
80 H 1.61 -1.91 5.01
81 C -2.29 2.78 3.99
82 O -2.46 2.37 5.32
83 C -2.80 1.01 5.42
84 C -2.99 0.65 6.88
85 O -4.03 1.37 7.52
86 C -5.32 0.95 7.14
87 H -1.72 3.71 4.02
88 H -3.23 2.98 3.45
89 H -1.73 2.04 3.41
90 H -2.01 0.37 4.99
91 H -3.71 0.77 4.84
92 H -2.08 0.91 7.42
93 H -3.15 -0.43 6.96
94 H -5.47 -0.10 7.40
95 H -5.51 1.12 6.08
96 H -6.03 1.52 7.73
97 C -0.83 0.65 1.11
98 O 0.20 0.16 0.28
99 H -1.61 1.05 0.46
100 H -1.30 -0.09 1.77
101 H -0.48 1.43 1.79
102 H 1.04 0.37 0.70

---

Please write out number 5 again, unchanged.
Entry from the OMol25 dataset: a single C4H10N2 molecule (ωB97M-V/def2-TZVPD).

HOMO-LUMO gap   9.6 eV
LUMO level   1.12 eV
Strongest force on any atom   4.03 eV/A
SMILES   CN/C=C\CN
Molecular weight   86.1 g/mol
Relative energy (zero: lowest compared OMol25 entry of this formula, charge and spin)   48.6 kcal/mol

Positions of all 16 atoms, in Å:
1 C -0.87 -1.23 0.61
2 C 0.31 1.16 -1.56
3 N -0.35 1.41 -0.28
4 N -0.14 -2.27 -0.02
5 C 0.37 1.05 0.89
6 C 0.15 -0.12 1.49
7 H -0.63 2.39 -0.23
8 H 0.48 -2.73 0.64
9 H 0.42 -1.94 -0.80
10 H 1.07 1.78 1.28
11 H -1.43 -1.61 1.46
12 H -1.55 -0.75 -0.10
13 H 0.77 -0.40 2.33
14 H 0.37 0.08 -1.72
15 H -0.29 1.60 -2.36
16 H 1.32 1.58 -1.62

---

> Which of these has the lowest strongest force on any atom?

C2H8BF4O3Rb